{"formula": "C55H79BrCaN3S4Si", "method": "wB97M-V/def2-TZVPD", "symbols": ["Br", "Ca", "S", "S", "S", "S", "Si", "N", "N", "N", "C", "C", "C", "C", "C", "C", "C", "C", "C", "C", "C", "C", "C", "C", "C", "C", "C", "C", "C", "C", "C", "C", "C", "C", "C", "C", "C", "C", "C", "C", "C", "C", "C", "C", "C", "C", "C", "C", "C", "C", "C", "C", "C", "C", "C", "C", "C", "C", "C", "C", "C", "C", "C", "C", "C", "H", "H", "H", "H", "H", "H", "H", "H", "H", "H", "H", "H", "H", "H", "H", "H", "H", "H", "H", "H", "H", "H", "H", "H", "H", "H", "H", "H", "H", "H", "H", "H", "H", "H", "H", "H", "H", "H", "H", "H", "H", "H", "H", "H", "H", "H", "H", "H", "H", "H", "H", "H", "H", "H", "H", "H", "H", "H", "H", "H", "H", "H", "H", "H", "H", "H", "H", "H", "H", "H", "H", "H", "H", "H", "H", "H", "H", "H", "H"], "coordinates": [[0.14532, -3.48652, -2.10864], [0.92553, 0.05516, 0.72326], [2.11225, -2.74086, 0.63930], [-2.26540, 1.50467, 0.18036], [-2.73595, -1.65986, 0.94395], [-1.77701, -0.77088, -2.27456], [0.37954, -5.42351, -3.26136], [1.74760, 1.95297, -0.14698], [4.48006, -2.72979, 2.16121], [0.42186, 1.36301, 2.41333], [3.77862, 4.49892, 0.43567], [-1.15888, -6.80947, -1.30377], [2.91802, 3.76377, 1.21393], [5.61525, 2.04732, -0.84979], [-0.94702, 4.16800, -2.52669], [-1.23667, -6.39857, -2.78303], [-3.55099, 0.96831, 1.34375], [-1.32440, 3.81950, 3.12106], [-3.30226, -1.68830, -1.85725], [4.69456, 5.60544, 2.42233], [1.30534, 2.41263, 2.20757], [2.15568, -6.15284, -1.12029], [1.85819, -0.60522, 4.00332], [-2.64270, 4.28901, 2.49187], [1.43152, 3.38695, -2.07967], [2.85747, 4.05804, 5.31826], [3.39611, 1.94670, -1.99139], [-2.50253, -5.53761, -2.93326], [1.80972, 3.80007, -3.34848], [-0.49290, 1.35303, 3.45078], [2.01108, -6.24050, -2.64728], [-1.42904, -7.67241, -3.61901], [4.65837, 5.41764, 1.06485], [0.38872, -0.98931, 4.21139], [-1.66618, 0.01826, 5.12628], [2.21643, 2.42724, -1.37520], [2.08382, -7.71494, -3.06955], [-2.36929, 0.93406, -2.52511], [-2.59592, 1.02156, 5.33755], [-1.39996, 2.42873, 3.75266], [4.10883, 0.16989, -0.21761], [2.92064, 3.26572, -3.97957], [2.94531, 4.00065, 2.60998], [3.49728, -2.70865, 1.54158], [0.15018, 3.94750, -1.47516], [1.98796, 3.17332, 4.62888], [1.90097, 2.70758, 0.98736], [3.80396, 4.87452, 3.25403], [1.99860, 3.16262, 3.25527], [3.69630, 2.35298, -3.29180], [-3.18015, 1.55632, -1.39851], [0.44218, -4.83867, -5.10761], [3.72477, 4.90232, 4.67568], [4.49956, 1.11390, -1.34309], [-2.41778, 2.22487, 4.67564], [-4.08663, -0.43671, 1.08833], [0.91396, -5.96960, -6.03223], [-0.61103, 0.16779, 4.23581], [-0.06392, -2.05480, 3.20810], [-0.95790, -4.40236, -5.56105], [1.36320, -3.62421, -5.29336], [0.37847, 5.27952, -0.74764], [3.22786, -5.50436, -3.22846], [-3.13522, -2.53537, -0.60075], [-0.92439, 4.86665, 4.17214], [5.24245, 2.68263, -0.04574], [-2.79526, -5.40528, -3.97257], [-1.91373, 4.27825, -2.02928], [0.33444, -1.43992, 5.20811], [3.18761, 3.56566, -4.98569], [2.07564, -0.36846, 2.96312], [1.37082, -6.68550, -0.58697], [2.50471, -1.43363, 4.29587], [-0.77067, 5.08026, -3.10076], [-3.53656, -2.34528, -2.69695], [-0.37233, -7.54324, -1.12807], [-4.11791, -0.97412, -1.76071], [-3.37856, 2.60123, -1.64225], [-3.05899, 1.01995, 2.31686], [0.69593, -2.82267, 3.07412], [2.40380, -3.84437, -5.06260], [-2.93361, 3.64888, 1.66392], [5.33774, 5.98467, 0.43834], [3.32136, -5.64342, -4.30660], [-1.74493, -0.90568, 5.69180], [-3.42155, 0.87984, 6.02429], [-1.63756, -5.25344, -5.62102], [-0.98156, -5.94698, -0.65827], [1.30156, -8.30500, -2.58902], [-3.33211, -6.02628, -2.41240], [4.96297, -0.44434, 0.06836], [-2.26834, -3.18750, -0.71170], [-1.37680, -3.65549, -4.88352], [-4.72058, -0.73985, 1.92231], [1.21960, 4.54329, -3.87267], [0.01169, 4.60522, 4.65216], [3.04590, -8.13573, -2.76249], [-1.42706, 1.47311, -2.63906], [-4.68280, -0.48281, 0.17786], [-0.65313, -8.41086, -3.41334], [1.94032, -6.26809, -5.81564], [3.79327, 0.72098, 0.67171], [-0.98973, -2.52969, 3.53837], [3.18540, -4.43614, -3.00772], [2.11125, 0.26975, 4.60234], [0.27470, -6.85120, -5.94248], [-2.51473, 5.30261, 2.10390], [2.82512, 4.06380, 6.40217], [0.88079, -5.63786, -7.07484], [-0.80002, 5.84496, 3.70075], [-2.36886, -4.55389, -2.48911], [-1.00518, 3.33329, -3.22752], [4.91826, 0.49344, -2.14301], [0.91409, 5.97853, -1.39587], [-0.58147, 5.72823, -0.47761], [-4.13613, 1.05330, -1.25954], [-4.36498, 1.69621, 1.32622], [-0.57043, 3.80543, 2.33498], [-2.39331, -8.12966, -3.37481], [1.04677, -2.78653, -4.67285], [3.11433, -6.59400, -0.82984], [4.59055, 1.95403, -3.76051], [-4.02586, -3.14238, -0.42955], [4.36754, 5.57067, 5.23730], [1.33389, 2.52002, 5.19402], [2.15769, -5.11886, -0.77360], [6.45104, 1.45860, -0.46457], [0.96022, 5.14118, 0.15663], [-0.22020, 3.21949, -0.74803], [1.31795, -3.29907, -6.33797], [-2.92015, 0.98664, -3.46549], [1.99217, -7.83802, -4.15136], [-3.45422, 4.31066, 3.22270], [5.40485, 6.29271, 2.86825], [-3.11083, 3.03410, 4.87946], [-1.42120, -7.46715, -4.69195], [4.13852, -5.89695, -2.76717], [-2.10723, -7.26618, -1.00366], [-0.89982, -3.95632, -6.55868], [-1.69646, 4.94843, 4.94184], [3.79825, 4.40529, -0.64253], [5.98111, 2.68856, -1.65391], [3.31847, -0.49570, -0.56006], [-0.26566, -1.58942, 2.23970]], "atomic_forces_ev_per_a": [[0.163, -0.248, -0.087], [0.092, -0.859, -0.471], [-0.658, 0.146, -0.555], [-0.005, 0.240, -0.016], [-0.224, -0.032, -0.056], [-0.200, 0.200, -0.060], [-0.143, 0.103, 0.005], [-0.181, 0.011, -0.257], [-0.104, 0.042, -0.035], [-0.544, 0.079, 0.298], [-0.376, -0.057, -0.018], [0.086, 0.039, -0.062], [0.223, 0.247, 0.146], [0.006, -0.122, -0.058], [0.074, -0.099, 0.045], [0.075, -0.027, -0.026], [0.203, -0.117, -0.345], [-0.059, 0.057, 0.097], [0.406, 0.077, -0.023], [0.026, 0.013, -0.024], [0.158, 0.015, 0.045], [-0.104, 0.062, 0.020], [-0.226, -0.083, 0.130], [0.095, -0.121, -0.038], [-0.023, -0.152, 0.090], [0.115, 0.149, 0.102], [0.007, -0.003, -0.006], [0.062, 0.032, -0.046], [-0.029, 0.055, -0.076], [-0.363, 0.291, 0.288], [0.016, 0.030, 0.039], [0.144, 0.048, -0.079], [0.138, 0.170, 0.087], [-0.058, 0.144, -0.295], [-0.132, 0.050, 0.024], [-0.209, 0.384, -0.410], [-0.143, 0.058, -0.024], [0.083, -0.386, 0.120], [-0.007, -0.044, 0.003], [0.201, -0.122, -0.127], [-0.032, 0.111, -0.064], [0.131, -0.004, 0.062], [-0.033, 0.067, -0.014], [0.646, 0.080, 0.439], [-0.030, 0.093, -0.139], [-0.107, -0.210, -0.253], [0.278, -0.025, 0.140], [-0.187, -0.138, -0.073], [0.304, 0.213, 0.272], [-0.066, 0.089, -0.032], [0.257, -0.076, 0.337], [-0.048, -0.058, 0.061], [0.052, 0.001, 0.042], [-0.029, 0.136, 0.249], [-0.038, -0.011, 0.056], [0.303, -0.255, 0.032], [-0.002, -0.039, 0.135], [0.154, 0.067, 0.114], [0.139, 0.071, 0.380], [0.029, -0.096, 0.092], [0.058, -0.020, 0.047], [-0.030, -0.151, -0.017], [-0.094, 0.046, -0.074], [-0.019, 0.311, 0.329], [0.075, -0.071, -0.134], [0.114, -0.098, -0.032], [-0.027, 0.005, 0.031], [0.009, 0.051, -0.010], [-0.023, 0.009, -0.017], [-0.013, 0.023, 0.006], [0.219, -0.021, 0.126], [0.038, 0.009, 0.024], [0.007, -0.020, -0.056], [-0.005, -0.009, -0.039], [-0.054, -0.012, 0.022], [-0.021, 0.009, 0.028], [-0.028, -0.028, -0.003], [-0.084, -0.058, -0.050], [-0.042, 0.043, 0.028], [-0.015, -0.004, -0.079], [-0.022, 0.035, -0.002], [-0.069, -0.039, -0.072], [0.002, -0.011, -0.001], [0.011, 0.045, 0.008], [0.031, -0.017, -0.021], [0.026, 0.026, 0.032], [-0.039, 0.050, -0.025], [0.017, -0.034, 0.054], [0.038, -0.039, -0.007], [0.003, -0.057, -0.018], [-0.024, -0.093, -0.011], [-0.138, -0.153, -0.045], [-0.064, 0.010, -0.032], [-0.066, 0.057, -0.029], [-0.056, -0.032, 0.012], [0.066, 0.023, 0.089], [0.029, 0.019, -0.001], [-0.105, 0.028, -0.097], [-0.045, 0.026, 0.017], [-0.020, -0.012, -0.056], [-0.008, -0.030, -0.035], [-0.018, -0.060, -0.006], [-0.090, 0.089, -0.097], [0.050, 0.008, -0.006], [0.088, 0.037, -0.075], [0.058, -0.034, -0.065], [-0.026, 0.006, -0.006], [0.001, 0.008, -0.007], [-0.022, 0.029, -0.008], [-0.026, 0.016, 0.023], [-0.047, 0.051, 0.013], [-0.029, 0.121, -0.047], [-0.013, 0.018, -0.013], [-0.023, 0.011, -0.020], [0.012, -0.001, 0.040], [-0.034, 0.011, -0.059], [-0.007, -0.019, 0.118], [0.029, 0.000, -0.019], [-0.008, -0.002, 0.013], [0.021, 0.021, -0.012], [0.007, -0.038, -0.023], [0.002, -0.010, 0.002], [0.023, -0.084, -0.136], [0.001, -0.031, 0.031], [-0.050, 0.048, 0.006], [0.003, -0.012, 0.033], [0.021, 0.008, 0.000], [0.106, 0.025, 0.141], [0.124, 0.032, 0.009], [-0.017, -0.038, -0.031], [0.027, 0.095, -0.013], [0.002, -0.070, 0.014], [0.006, 0.033, -0.001], [-0.007, 0.031, -0.040], [0.021, 0.019, -0.019], [-0.073, -0.017, 0.010], [-0.008, -0.033, 0.026], [-0.024, -0.006, -0.022], [0.048, 0.004, -0.017], [-0.019, 0.017, -0.011], [0.019, -0.012, 0.015], [0.012, 0.036, 0.008], [-0.033, -0.174, 0.135], [-0.047, -0.230, 0.052]], "lumo_ev": 1.8, "de_lowest_kj_mol": 101.7, "energy_ev": -202494.97540, "total_charge": -1}